The following is a quantum chemistry calculation of C9H22SSi in the gas phase in a non-equilibrium geometry, from the Open Molecules 2025 dataset.

Its SMILES is CCSC[Si](CC)(CC)CC. The LUMO energy is 0.92 eV. Its energy relative to the best compared isomer or geometry (same formula, charge and spin) is 53.8 kJ/mol.

Last column: Löwdin charge in e.
Atoms and positions in Å:
C 2.87235 1.95696 -2.44492  -0.17
C 3.47881 0.75133 -1.68237  -0.62
S 2.54710 0.24385 -0.29347  0.77
C 0.83943 0.32704 -1.00314  -0.54
Si -0.51454 -0.12803 0.35897  0.56
C -0.03695 -1.68263 1.29654  -0.33
C 0.23088 -2.85973 0.38912  -0.16
C -0.61155 1.49726 1.36475  -0.30
C -1.49355 1.21388 2.57490  -0.17
C -2.11520 -0.25147 -0.65370  -0.26
C -3.21069 -1.00563 0.28694  -0.13
H 3.59666 2.42735 -3.11153  0.06
H 2.57385 2.73574 -1.70542  0.08
H 2.03753 1.57685 -3.05298  0.06
H 3.56888 -0.14321 -2.26197  0.04
H 4.53988 0.96148 -1.35929  0.09
H 0.63747 1.41978 -1.18076  0.03
H 0.76736 -0.21168 -1.99475  0.06
H -0.91092 -1.86725 1.98974  0.09
H 0.73550 -1.43781 1.97355  0.05
H 0.28820 -3.78754 0.96347  0.07
H -0.52865 -3.04411 -0.32311  0.05
H 1.15646 -2.70487 -0.23507  0.08
H -0.97085 2.24158 0.66643  0.06
H 0.43115 1.88980 1.67668  0.10
H -1.07816 0.43618 3.15939  0.04
H -2.44821 0.76849 2.29900  0.05
H -1.59062 2.07273 3.23669  0.07
H -1.89118 -0.62293 -1.65460  0.05
H -2.46876 0.84814 -0.78436  0.09
H -4.07971 -1.34072 -0.26999  0.06
H -3.57724 -0.38976 1.07868  0.04
H -2.77478 -1.89105 0.69658  0.03